1.
Below is a cluster of 2 separate species, C4H14NO2 in total in a non-equilibrium geometry, with properties calculated with wB97M-V/def2-TZVPD.

Last columns: bonded neighbours and bond lengths (Å).
Geometry (Å):
1 C -0.020 -0.376 1.570  C2 1.526, H7 1.099, H8 1.085, H9 1.090
2 C -0.675 -0.053 0.231  C1 1.526, C3 1.534, N6 1.557, H10 1.095
3 C -0.863 1.412 -0.187  C2 1.534, C4 1.550, O5 1.444, H11 1.097
4 C 0.350 2.325 0.127  C3 1.550, H12 1.094, H13 1.082, H14 1.085
5 O -0.977 1.482 -1.624  C3 1.444, H15 0.952
6 N 0.252 -0.623 -0.882  C2 1.557, H16 1.025, H17 1.012, H18 1.029
7 H 0.827 -1.075 1.566  C1 1.099
8 H -0.754 -0.834 2.225  C1 1.085
9 H 0.479 0.421 2.122  C1 1.090
10 H -1.580 -0.661 0.128  C2 1.095
11 H -1.842 1.700 0.213  C3 1.097
12 H 1.090 2.080 -0.640  C4 1.094
13 H 0.837 2.119 1.071  C4 1.082
14 H 0.000 3.339 -0.036  C4 1.085
15 H -1.600 2.179 -1.807  O5 0.952
16 H 0.134 -1.615 -1.110  N6 1.025
17 H 1.208 -0.445 -0.602  N6 1.012
18 H 0.000 -0.181 -1.776  N6 1.029
19 H 0.273 -4.011 -0.160  O21 0.950
20 H 1.868 -3.772 -0.111  O21 0.969
21 O 0.993 -3.411 -0.318  H19 0.950, H20 0.969

Summary:
Frontier orbital gap in eV: 11.89
Total charge: +1



2.
Below is a cluster of 2 separate species, C4H14NO2 in total in a non-equilibrium geometry, with properties calculated with wB97M-V/def2-TZVPD.

Last columns: bonded neighbours and bond lengths (Å).
Geometry (Å):
1 C 1.227 1.938 1.421  C2 1.522, H7 1.107, H8 1.109, H9 1.083
2 C 0.597 0.790 0.646  C1 1.522, C3 1.530, N6 1.511, H10 1.081
3 C 1.516 0.247 -0.449  C2 1.530, C4 1.582, H11 1.095, H12 1.083
4 C 1.089 -1.123 -1.114  C3 1.582, O5 1.415, H13 1.100, H14 1.119
5 O -0.013 -1.524 -0.322  C4 1.415, H15 0.957
6 N -0.772 1.186 0.141  C2 1.511, H16 1.040, H17 1.018, H18 1.020
7 H 2.319 1.774 1.497  C1 1.107
8 H 0.904 1.994 2.481  C1 1.109
9 H 1.242 2.987 1.150  C1 1.083
10 H 0.499 -0.111 1.235  C2 1.081
11 H 1.534 0.932 -1.303  C3 1.095
12 H 2.529 0.092 -0.100  C3 1.083
13 H 0.899 -1.103 -2.197  C4 1.100
14 H 1.932 -1.858 -1.128  C4 1.119
15 H -0.221 -2.455 -0.393  O5 0.957
16 H -0.939 0.407 -0.527  N6 1.040
17 H -1.537 1.229 0.811  N6 1.018
18 H -0.704 2.073 -0.358  N6 1.020
19 H -3.818 -1.646 -0.427  O21 0.971
20 H -2.559 -1.913 0.375  O21 0.963
21 O -2.923 -1.302 -0.274  H19 0.971, H20 0.963

Summary:
Frontier orbital gap in eV: 11.35
Total charge: +1



3.
Below is a cluster of 2 separate species, C4H14NO3 in total in a non-equilibrium geometry, with properties calculated with wB97M-V/def2-TZVPD.

Last columns: bonded neighbours and bond lengths (Å).
Geometry (Å):
1 C -1.234 2.527 0.230  O2 1.419, C3 1.535, H8 1.087, H9 1.091
2 O -1.756 2.269 1.524  C1 1.419, H10 0.957
3 C -0.222 1.443 -0.170  C1 1.535, C4 1.530, N7 1.546, H11 1.087
4 C 0.135 0.406 0.898  C3 1.530, C5 1.516, H12 1.087, H13 1.089
5 C 0.546 -0.965 0.398  C4 1.516, O6 1.438, H14 1.069, H15 1.087
6 O 1.120 -0.955 -0.919  C5 1.438, H16 0.955
7 N -0.707 0.790 -1.484  C3 1.546, H17 1.033, H18 1.025, H19 0.990
8 H -0.787 3.517 0.234  C1 1.087
9 H -2.102 2.628 -0.423  C1 1.091
10 H -2.703 2.146 1.585  O2 0.957
11 H 0.685 1.967 -0.456  C3 1.087
12 H -0.750 0.230 1.504  C4 1.087
13 H 0.833 0.904 1.570  C4 1.089
14 H -0.309 -1.604 0.340  C5 1.069
15 H 1.228 -1.491 1.061  C5 1.087
16 H 1.803 -1.618 -0.997  O6 0.955
17 H -0.290 -0.151 -1.577  N7 1.033
18 H -1.719 0.654 -1.398  N7 1.025
19 H -0.599 1.466 -2.199  N7 0.990
20 H 2.653 -3.974 -0.105  O22 0.965
21 H 1.980 -5.266 0.210  O22 0.964
22 O 1.800 -4.413 -0.202  H20 0.965, H21 0.964

Summary:
Frontier orbital gap in eV: 11.33
Total charge: +1



4.
Below is a cluster of 3 separate species, C4H14NO3 in total in a non-equilibrium geometry, with properties calculated with wB97M-V/def2-TZVPD.

Last columns: bonded neighbours and bond lengths (Å).
Geometry (Å):
1 O 1.906 1.384 -0.041  C2 1.202
2 C 1.602 0.836 0.985  O1 1.202, C3 1.516, H7 1.098
3 C 0.433 -0.126 1.073  C2 1.516, N4 1.515, C6 1.526, H8 1.088
4 N -0.191 -0.244 -0.302  C3 1.515, C5 1.501, H9 1.017, H10 1.035
5 C -0.088 -1.589 -0.960  N4 1.501, H11 1.093, H12 1.090, H13 1.075
6 C -0.564 0.108 2.204  C3 1.526, H14 1.093, H15 1.075, H16 1.080
7 H 2.196 1.013 1.891  C2 1.098
8 H 0.980 -1.059 1.195  C3 1.088
9 H -1.184 -0.037 -0.236  N4 1.017
10 H 0.220 0.439 -0.962  N4 1.035
11 H 0.176 -2.338 -0.208  C5 1.093
12 H 0.784 -1.535 -1.612  C5 1.090
13 H -0.992 -1.743 -1.521  C5 1.075
14 H -0.709 1.183 2.338  C6 1.093
15 H -0.193 -0.286 3.133  C6 1.075
16 H -1.528 -0.271 1.897  C6 1.080
17 H 0.339 1.701 -3.332  O19 0.970
18 H 1.221 2.088 -2.128  O19 0.964
19 O 0.660 1.383 -2.473  H17 0.970, H18 0.964
20 H -3.287 -2.261 0.411  O22 0.971
21 H -3.605 -0.858 0.091  O22 0.971
22 O -2.835 -1.448 0.130  H20 0.971, H21 0.971

Summary:
Frontier orbital gap in eV: 11.43
Total charge: +1



5.
Below is a cluster of 2 separate species, C4H14NOS in total in a non-equilibrium geometry, with properties calculated with wB97M-V/def2-TZVPD.

Last columns: bonded neighbours and bond lengths (Å).
Geometry (Å):
1 C -0.673 -1.375 0.552  C2 1.600, N6 1.555, H7 1.057, H8 1.086
2 C -0.257 -0.400 1.750  C1 1.600, C3 1.525, H9 1.170, H10 1.112
3 C 0.882 0.577 1.479  C2 1.525, S4 1.815, H11 1.125, H12 1.120
4 S 1.477 0.494 -0.234  C3 1.815, C5 1.836
5 C 3.035 1.449 -0.055  S4 1.836, H13 1.122, H14 1.082, H15 1.063
6 N -1.637 -0.555 -0.353  C1 1.555, H16 1.033, H17 1.043, H18 1.035
7 H 0.224 -1.822 0.218  C1 1.057
8 H -1.354 -2.127 0.940  C1 1.086
9 H 0.234 -0.797 2.735  C2 1.170
10 H -1.233 -0.018 2.122  C2 1.112
11 H 1.785 0.390 2.122  C3 1.125
12 H 0.556 1.637 1.643  C3 1.120
13 H 3.476 1.628 -1.071  C5 1.122
14 H 3.840 1.150 0.603  C5 1.082
15 H 2.782 2.454 0.178  C5 1.063
16 H -2.550 -0.356 0.088  N6 1.033
17 H -1.110 0.334 -0.496  N6 1.043
18 H -2.014 -0.897 -1.254  N6 1.035
19 H -3.145 -0.828 -3.940  O21 0.971
20 H -1.857 -0.193 -3.771  O21 0.967
21 O -2.462 -0.745 -3.255  H19 0.971, H20 0.967

Summary:
Frontier orbital gap in eV: 9.12
Total charge: +1



6.
Below is a cluster of 2 separate species, C4H14NOS in total in a non-equilibrium geometry, with properties calculated with wB97M-V/def2-TZVPD.

Last columns: bonded neighbours and bond lengths (Å).
Geometry (Å):
1 C 1.177 0.266 0.464  C2 1.506, N6 1.543, H7 1.087, H8 1.090
2 C 0.296 0.566 -0.719  C1 1.506, C3 1.556, H9 1.093, H10 1.086
3 C -0.499 -0.665 -1.243  C2 1.556, S4 1.844, H11 1.092, H12 1.086
4 S -2.298 -0.544 -0.857  C3 1.844, C5 1.817
5 C -2.981 -0.360 -2.530  S4 1.817, H13 1.081, H14 1.079, H15 1.090
6 N 0.350 -0.282 1.645  C1 1.543, H16 1.026, H17 1.011, H18 1.021
7 H 1.919 -0.503 0.265  C1 1.087
8 H 1.700 1.137 0.859  C1 1.090
9 H 1.005 0.794 -1.519  C2 1.093
10 H -0.368 1.410 -0.552  C2 1.086
11 H -0.230 -1.605 -0.759  C3 1.092
12 H -0.356 -0.716 -2.318  C3 1.086
13 H -2.620 0.539 -3.009  C5 1.081
14 H -4.053 -0.434 -2.432  C5 1.079
15 H -2.645 -1.233 -3.091  C5 1.090
16 H 0.335 0.338 2.462  N6 1.026
17 H -0.613 -0.364 1.346  N6 1.011
18 H 0.603 -1.224 1.946  N6 1.021
19 H 3.151 0.378 2.822  O21 0.962
20 H 3.406 1.420 3.905  O21 0.966
21 O 2.721 1.082 3.315  H19 0.962, H20 0.966

Summary:
Frontier orbital gap in eV: 8.64
Total charge: +1



7.
Below is a cluster of 2 separate species, C4H14NOS in total in a non-equilibrium geometry, with properties calculated with wB97M-V/def2-TZVPD.

Last columns: bonded neighbours and bond lengths (Å).
Geometry (Å):
1 C 0.029 0.642 1.288  C2 1.528, N6 1.545, H7 1.183, H8 1.070
2 C -0.347 1.545 0.115  C1 1.528, C3 1.528, H9 1.075, H10 1.136
3 C -0.203 1.128 -1.348  C2 1.528, S4 1.773, H11 1.074, H12 1.094
4 S -0.827 -0.520 -1.549  C3 1.773, C5 1.869
5 C -2.628 -0.066 -1.337  S4 1.869, H13 1.200, H14 1.071, H15 1.093
6 N 1.240 -0.122 0.707  C1 1.545, H16 1.007, H17 1.044, H18 1.016
7 H -0.626 -0.274 1.650  C1 1.183
8 H 0.348 1.141 2.179  C1 1.070
9 H -1.359 1.878 0.256  C2 1.075
10 H 0.146 2.561 0.241  C2 1.136
11 H -0.738 1.671 -2.104  C3 1.074
12 H 0.851 1.290 -1.591  C3 1.094
13 H -3.402 -0.910 -1.694  C5 1.200
14 H -2.845 0.168 -0.315  C5 1.071
15 H -3.037 0.825 -1.820  C5 1.093
16 H 1.952 0.394 0.216  N6 1.007
17 H 0.973 -0.880 0.041  N6 1.044
18 H 1.648 -0.777 1.367  N6 1.016
19 H 3.745 -1.372 2.584  O21 0.984
20 H 2.867 -2.376 3.554  O21 0.956
21 O 2.865 -1.708 2.870  H19 0.984, H20 0.956

Summary:
Frontier orbital gap in eV: 9.32
Total charge: +1



8.
Below is a cluster of 2 separate species, C4H14NOS2 in total in a non-equilibrium geometry, with properties calculated with wB97M-V/def2-TZVPD.

Last columns: bonded neighbours and bond lengths (Å).
Geometry (Å):
1 N -1.418 1.085 -1.711  C2 1.580, H8 1.105, H9 1.107, H10 1.075
2 C -2.085 0.513 -0.397  N1 1.580, C3 1.484, H11 1.167, H12 1.154
3 C -1.577 0.960 0.924  C2 1.484, S4 1.875, H13 1.208, H14 1.118
4 S 0.050 1.881 1.061  C3 1.875, S5 2.060
5 S 1.596 0.722 0.348  S4 2.060, C6 1.835
6 C 2.501 -0.608 1.231  S5 1.835, C7 1.538, H15 1.300, H16 1.094
7 C 2.180 -0.539 2.734  C6 1.538, H17 1.151, H18 1.114, H19 1.184
8 H -2.187 1.452 -2.415  N1 1.105
9 H -0.848 1.949 -1.321  N1 1.107
10 H -1.027 0.309 -2.345  N1 1.075
11 H -1.790 -0.614 -0.459  C2 1.167
12 H -3.219 0.548 -0.608  C2 1.154
13 H -1.529 -0.136 1.429  C3 1.208
14 H -2.264 1.612 1.518  C3 1.118
15 H 2.018 -1.740 0.812  C6 1.300
16 H 3.507 -0.386 0.863  C6 1.094
17 H 2.105 0.501 3.219  C7 1.151
18 H 3.007 -1.121 3.203  C7 1.114
19 H 1.094 -0.844 3.096  C7 1.184
20 H -0.718 -2.305 -3.706  O22 0.972
21 H 0.693 -1.637 -4.002  O22 0.945
22 O -0.089 -1.601 -3.474  H20 0.972, H21 0.945

Summary:
2S+1: 2
Frontier orbital gap (spin up / spin down) in eV: 3.68 / 8.99
⟨S²⟩: 0.751